109
Properties=species:S:1:pos:R:3:forces:R:3 method="wB97M-V/def2-TZVPD" spin_multiplicity=2 charge=+2 s_squared=0.766 homo_lumo_gap_ev="8.27 / 4.71" largest_force_ha_per_bohr=0.0081
Ru -0.2171 0.2097 -0.1439 0.1 -0.1 -0.1
As 2.5878 -2.5397 -0.9244 0.0 0.0 0.1
Ge -0.8350 3.0956 -1.7241 0.0 0.0 0.1
Cl 6.1284 0.3667 -0.7152 0.0 0.0 0.0
Cl -3.8890 5.5111 1.5022 0.0 0.0 0.0
Cl -5.3120 3.0989 2.2721 0.0 0.0 0.0
Cl -2.9746 3.9692 3.7763 -0.1 0.0 0.0
P 0.0651 0.3804 2.2370 0.1 0.2 -0.3
F 1.7019 -3.5629 0.1388 0.0 0.0 0.0
F 1.3716 -2.7935 -2.1439 0.0 0.0 0.0
F 3.7282 -2.1516 0.2962 0.0 0.0 0.0
F 1.5582 -1.1707 -0.3069 0.0 0.0 0.1
F 3.5524 -3.7888 -1.5632 0.0 0.0 0.0
F 3.3327 -1.3492 -1.9604 0.0 0.0 0.0
O 2.7770 -1.6266 -4.6859 0.2 0.1 -0.1
N -0.3245 -0.0680 -2.3067 -0.2 -0.1 0.0
N -1.3241 -1.5317 0.1221 0.0 0.2 0.2
N 0.0298 -0.8497 -4.3035 0.0 0.0 0.0
N -1.3164 -0.7946 -4.1731 0.0 0.1 0.0
N -2.3553 2.4757 0.4889 -0.1 -0.4 0.2
N -1.3737 -2.6347 -0.8073 0.0 0.0 0.0
C 0.7406 -1.0195 3.2610 0.0 0.0 0.0
C -1.4413 0.8733 3.2122 0.0 -0.1 -0.1
C -2.7377 0.1886 2.7704 0.0 0.0 0.0
C 3.7721 -2.3718 -7.4474 0.0 0.0 0.0
C -1.4033 2.9236 -3.5803 0.0 0.0 0.0
C 3.7504 0.4982 -6.1524 0.0 0.0 0.0
C 2.3160 -2.4763 -6.9732 0.1 0.0 0.0
C -1.3500 4.8655 -1.0867 0.0 0.0 0.0
C -3.7386 3.8954 2.1876 0.0 0.0 0.0
C 5.4646 -0.3764 -4.5083 0.0 0.0 0.0
C -2.9096 3.0817 1.2826 -0.1 0.1 -0.1
C 3.8102 1.2665 -3.7517 0.0 0.0 0.0
C 2.2781 0.0517 -6.2593 0.0 0.0 0.0
C 2.1831 -1.4508 3.0103 0.0 0.0 0.0
C -1.2944 0.8115 4.7314 0.0 0.0 0.0
C 0.6126 -0.4250 -3.1830 0.0 0.0 0.1
C 6.0255 -0.4056 -3.2715 0.0 0.0 0.0
C 0.5166 -1.5611 -5.4934 0.0 -0.1 0.0
C -0.1537 -2.2639 3.2043 0.1 0.0 0.0
C 2.5429 1.6336 1.7960 0.0 0.0 0.0
C 4.3668 1.2646 -2.5132 0.0 0.0 0.0
C -1.7072 1.7171 -0.5038 0.1 -0.1 0.1
C 1.4166 -2.2969 -8.2029 0.0 0.0 0.0
C -1.4879 -0.3197 -2.9721 0.0 0.2 -0.1
C 5.4718 0.4077 -2.2529 0.0 0.0 0.0
C 2.0996 -3.9076 -6.4386 0.0 0.1 0.0
C 1.1142 2.9195 -1.5430 0.0 0.0 0.0
C 4.3271 0.4369 -4.7833 0.0 0.0 0.0
C 2.0006 -1.4111 -5.8621 -0.1 -0.1 0.0
C 0.5690 3.1221 2.0930 0.0 0.0 0.1
C 1.2165 1.8081 2.5433 -0.1 0.0 0.1
H 0.6898 -0.6112 4.2728 0.0 0.0 0.0
H 2.5547 -4.0989 -5.4627 0.0 0.0 0.0
H -0.2877 3.4123 2.6999 0.0 0.0 0.0
H 2.3637 -1.6931 1.9693 0.0 0.0 0.0
H -2.4333 4.9863 -1.0533 0.0 0.0 0.0
H 5.8719 -0.9846 -5.3052 0.0 0.0 0.0
H 1.4764 3.5012 -0.6969 0.0 0.0 0.0
H -0.3973 1.3178 5.0899 0.0 0.0 0.0
H -0.1142 -1.2201 -6.3109 0.0 0.0 0.0
H 1.2967 3.9322 2.1637 0.0 0.0 0.0
H 1.6750 -0.4436 -3.0124 0.0 0.0 0.0
H 1.4371 1.8796 -1.4248 0.0 0.0 0.0
H -0.4372 -3.0241 -0.8629 0.0 0.0 0.0
H 4.3843 -0.0624 -6.8311 0.0 0.1 0.0
H 1.5100 -1.3069 -8.6512 0.0 0.0 0.0
H 1.6696 0.7010 -5.6223 0.0 0.0 0.0
H 1.7169 -3.0190 -8.9628 0.0 0.0 0.0
H -1.5346 1.9249 2.9454 0.0 0.0 0.0
H -1.2209 -2.0597 3.2652 0.0 0.0 0.0
H 2.9102 -0.7098 3.3302 0.0 0.0 0.0
H -2.8374 -0.8141 3.1841 0.0 0.0 0.0
H 1.0454 -4.1714 -6.3643 0.0 0.0 0.0
H 1.9420 0.2396 -7.2786 0.0 0.0 0.0
H -2.4638 2.6831 -3.6513 0.0 0.0 0.0
H 4.4896 -2.3854 -6.6231 0.0 0.0 0.0
H -2.4694 -0.1425 -2.5666 0.0 0.0 0.0
H 0.2455 3.0590 1.0525 0.0 0.0 0.0
H 3.9410 -1.4829 -8.0554 0.0 0.0 0.0
H 0.3648 -2.4865 -7.9892 0.0 0.0 0.0
H -0.9384 5.0824 -0.0995 0.0 0.0 0.0
H 2.5501 -4.6148 -7.1333 0.0 0.0 0.0
H -0.9587 5.6108 -1.7802 0.0 0.0 0.0
H -3.5987 0.7536 3.1352 0.0 0.0 0.0
H 0.0519 -2.8558 2.3067 0.0 0.0 0.0
H 1.5790 3.3209 -2.4458 0.0 0.0 0.0
H 2.9720 1.9148 -3.9716 0.0 0.0 0.0
H 3.1811 0.8685 2.2242 0.0 0.0 0.0
H -2.5476 1.2359 -1.0126 0.0 0.1 -0.1
H 0.2943 -2.6092 -5.3086 0.0 0.0 0.0
H -0.8406 2.1754 -4.1345 0.0 -0.1 0.0
H 2.3713 1.3659 0.7471 0.0 0.0 0.0
H 3.1289 -2.5246 -4.6597 -0.1 -0.1 0.1
H -1.2505 3.8915 -4.0603 0.0 0.0 0.0
H 3.9997 -3.2284 -8.0806 0.0 0.0 0.0
H 3.9940 1.8924 -1.7153 0.0 0.0 0.0
H 0.0985 -2.9173 4.0403 0.0 0.0 0.0
H -0.9363 -1.9439 0.9671 -0.1 -0.1 0.0
H -2.1546 1.2949 5.1998 0.0 0.0 0.0
H 2.3760 -2.3535 3.5929 0.0 0.0 0.0
H 6.8742 -1.0346 -3.0417 0.0 0.0 0.0
H 1.4000 1.8780 3.6197 0.1 -0.1 0.0
H -2.2892 -1.3335 0.3725 0.0 0.0 -0.1
H -1.5885 -2.2702 -1.7275 0.0 0.0 0.0
H -1.2743 -0.2174 5.0912 0.0 0.0 0.0
H 3.7860 1.5458 -6.4751 0.0 0.0 0.0
H 3.0963 2.5743 1.8193 0.0 0.0 0.0
H -2.8190 0.1255 1.6836 0.0 0.1 0.0

98
Properties=species:S:1:pos:R:3:forces:R:3 method="wB97M-V/def2-TZVPD" spin_multiplicity=3 charge=0 s_squared=2.013 homo_lumo_gap_ev="7.24 / 6.83" largest_force_ha_per_bohr=0.0316
Mo -0.4871 -0.0254 -0.0804 0.8 -0.1 -0.5
Cl 1.8196 -0.2481 -4.5118 -0.6 0.1 1.0
S 2.5263 -0.2014 2.9075 -0.2 0.2 0.9
P 0.3800 -2.4591 -0.5614 -0.3 0.1 0.2
P 0.4109 2.4081 -0.5557 -0.5 0.0 0.2
Si -1.2962 2.7946 1.9517 0.5 -0.2 -0.3
Si -1.4370 -2.9612 1.8079 0.6 0.2 -0.1
O 2.4494 0.9955 2.0620 -0.1 -0.4 -0.4
O 1.2807 -0.9884 2.9203 0.3 0.0 -0.6
O 3.7309 -0.9964 2.7516 -0.3 0.2 -0.1
C 3.1310 1.8601 -1.0279 0.2 -0.1 0.1
C -0.8832 3.3632 -1.5554 0.5 -0.2 0.4
C -2.7677 -4.1621 1.2970 -0.2 -0.2 0.1
C -1.0719 -2.7107 -3.0085 -0.1 -0.1 -0.2
C 2.9419 1.8117 4.7677 -0.2 -0.4 0.1
C -0.9473 2.7033 3.7847 -0.2 -0.1 0.0
C -1.2161 -3.0192 3.6592 -0.2 0.2 0.1
C 0.3303 3.2063 1.0767 -0.1 0.4 0.1
C -0.5235 4.8364 -1.7579 -0.3 0.1 -0.2
C 2.0632 2.9365 -1.2403 -0.1 0.0 -0.3
C 1.8186 0.3417 6.8606 0.1 0.1 -0.2
C -1.8220 1.1285 1.2693 -0.5 -0.4 0.4
C 2.1337 -2.7730 -1.0918 -0.3 0.0 -0.3
C -1.4267 -0.0777 1.9280 -0.8 0.0 0.3
C -2.5979 -0.7150 0.0555 0.4 -0.8 0.2
C -2.6201 4.0569 1.5977 -0.2 0.2 0.2
C -1.2009 2.6926 -2.8943 -0.1 0.1 -0.1
C 1.9982 2.2980 8.4230 0.0 0.1 0.2
C 1.9843 -0.2552 5.6146 0.1 0.4 0.0
C -0.8085 -3.4151 -1.6775 0.4 0.2 0.4
C 2.7652 2.3969 6.0186 -0.1 -0.2 0.2
C 2.5193 0.4939 4.5608 0.1 0.2 0.2
C 0.9358 -0.0125 -2.8684 0.9 0.2 -1.3
C -2.5742 0.7052 0.0950 0.5 0.8 0.3
C 2.1931 1.6742 7.0733 0.1 -0.1 -0.3
C 2.5687 4.2575 -0.6547 0.1 0.2 -0.1
C 3.0704 -1.7789 -0.3948 0.2 0.0 0.1
C -1.8639 -1.2294 1.2018 -0.5 0.4 0.5
C 2.6316 -4.1924 -0.8267 0.2 -0.2 -0.1
C -0.4066 -4.8729 -1.9099 -0.3 -0.2 -0.2
C 0.2435 -3.3497 1.0131 -0.3 -0.4 0.2
H 0.3637 -4.4375 0.8907 0.1 0.3 0.0
H -1.8260 2.3075 4.3123 0.2 0.1 0.0
H 3.5202 4.5057 -1.1426 -0.1 0.0 0.1
H -0.1435 -2.5106 -3.5604 -0.2 -0.1 0.1
H -1.9551 3.2974 -3.4193 0.2 -0.2 0.0
H -1.2382 -5.3869 -2.4139 0.2 0.1 0.1
H 2.6017 -4.4235 0.2450 0.0 0.1 -0.2
H -0.2005 -5.4237 -0.9842 0.0 0.2 -0.2
H 0.4639 -4.9427 -2.5741 -0.2 0.0 0.2
H 2.1333 -2.5880 -2.1801 0.1 -0.1 0.2
H 4.1188 2.2867 -1.2540 -0.2 -0.1 0.0
H 1.4858 -0.6333 -2.1505 -0.4 0.4 -0.4
H -1.7012 -3.3576 -3.6375 0.2 0.2 0.1
H -1.6170 1.6827 -2.7766 0.2 0.2 0.1
H 2.9970 1.0005 -1.6919 0.0 0.2 0.2
H 2.7592 4.1586 0.4207 0.0 0.0 -0.2
H -2.4940 4.8817 2.3131 -0.1 -0.1 -0.2
H 1.6870 -1.2871 5.4479 0.0 0.2 0.0
H -1.7832 3.3102 -0.9214 0.3 -0.1 -0.2
H -2.1090 -2.6206 4.1588 0.2 -0.1 0.0
H 1.8933 3.0648 -2.3239 0.1 0.0 0.2
H 4.0385 -1.7659 -0.9190 -0.2 0.0 0.2
H 1.0324 1.0568 -2.6545 -0.1 -0.6 -0.1
H -0.3170 2.6334 -3.5441 -0.2 0.0 0.1
H -1.6151 -1.7659 -2.8773 0.2 -0.2 0.1
H 3.6767 -4.2549 -1.1560 -0.1 0.0 0.1
H -2.5958 4.4696 0.5827 0.0 -0.1 0.2
H -1.0750 -4.0615 3.9760 0.0 0.2 0.0
H -0.7413 3.7150 4.1615 0.0 -0.2 0.0
H 3.3816 2.3723 3.9474 -0.1 -0.1 0.1
H 0.4433 4.2999 1.0093 0.1 -0.3 0.0
H -3.6044 3.6007 1.7705 0.1 0.2 0.0
H 2.1330 3.3816 8.3718 0.0 -0.1 0.1
H 0.9947 2.0882 8.8100 0.1 0.1 0.0
H -1.3533 5.3271 -2.2868 0.2 0.0 0.1
H -0.0824 2.0650 4.0122 -0.2 0.1 -0.1
H -3.0935 -1.3272 -0.6891 0.0 0.1 0.1
H 1.8871 5.0974 -0.8181 0.1 -0.2 0.1
H 3.1419 1.5168 0.0190 0.0 0.1 -0.3
H -3.7491 -3.7072 1.4890 0.1 -0.2 -0.1
H 1.0269 -2.9715 1.6917 -0.3 0.0 -0.2
H -1.7447 -3.4044 -1.0957 0.3 0.1 -0.2
H -0.1018 -0.3101 -3.0344 0.3 0.1 0.2
H -2.6722 -5.0520 1.9354 -0.1 0.1 -0.2
H 3.0690 3.4320 6.1837 -0.1 -0.2 0.0
H 0.3727 4.9480 -2.3821 -0.2 0.0 0.1
H 1.1612 2.7962 1.6752 -0.2 0.0 -0.2
H -2.7267 -4.4806 0.2498 -0.1 0.0 0.2
H -3.0524 1.3747 -0.6104 0.0 -0.1 0.1
H 3.2661 -2.0627 0.6499 -0.1 0.1 -0.3
H -0.8703 -0.1161 2.8581 0.2 0.0 -0.3
H 2.0709 -4.9575 -1.3686 0.2 0.1 0.2
H 2.6893 -0.7506 -0.3702 0.0 -0.2 0.0
H 1.3856 -0.2300 7.6829 0.1 0.1 -0.2
H 2.7152 1.9019 9.1531 -0.1 0.1 -0.1
H -0.3395 -2.4285 3.9592 -0.2 -0.1 -0.1
H -0.3752 5.3795 -0.8159 0.0 -0.2 -0.2